(1)
Molecular formula: C21H32N2O3
Method: DFT, ωB97M-V/def2-TZVPD

Summary:
Electronic energy ... -1154.66836 hartree
F_max ... 0.72 eV/A
Multiplicity ... 1
Energy above the lowest of the compared OMol25 structures with the same formula, charge and spin ... 22.0 kcal/mol

Each line ends with the Löwdin charge.
Positions of all 58 atoms, in Å:
C 1.391 4.014 -0.314  -0.021
H 1.023 5.036 -0.398  0.090
H 1.921 3.926 0.627  0.074
H 2.101 3.846 -1.120  0.084
C 0.216 3.043 -0.438  -0.449
C -0.415 3.300 -1.807  -0.019
H -0.836 4.304 -1.831  0.091
H -1.202 2.597 -2.051  0.074
H 0.347 3.237 -2.582  0.085
C -0.781 3.121 0.735  -0.238
H -1.263 4.087 0.885  0.148
C -1.757 1.980 0.423  -0.115
H -2.267 1.638 1.323  0.113
H -2.521 2.296 -0.287  0.109
C -0.838 0.895 -0.168  -0.100
H -0.828 -0.007 0.439  0.117
H -1.137 0.613 -1.177  0.097
C 0.553 1.555 -0.165  -0.383
C 1.563 0.880 -1.071  0.002
H 1.192 0.841 -2.093  0.077
H 1.748 -0.134 -0.721  0.075
H 2.509 1.419 -1.065  0.086
C 0.996 1.595 1.317  -0.272
O 0.864 0.315 1.892  -0.130
C 1.566 0.121 3.097  -0.196
C 1.419 -1.354 3.456  -0.205
N 2.016 -2.161 2.408  -0.058
H 1.844 -1.682 1.527  0.094
C 1.460 -3.496 2.309  -0.207
C 1.857 -4.124 0.974  -0.151
H 1.415 -5.121 0.886  0.128
H 2.943 -4.176 0.883  0.129
O 1.442 -3.320 -0.128  -0.010
C 0.118 -3.335 -0.427  -0.536
O -0.698 -4.017 0.134  0.112
N -0.091 -2.472 -1.458  0.163
C -1.291 -2.109 -2.072  -0.235
C -2.528 -2.582 -1.645  -0.010
C -3.680 -2.163 -2.286  -0.078
C -3.618 -1.277 -3.348  -0.101
C -2.387 -0.810 -3.777  -0.091
C -1.229 -1.223 -3.145  -0.052
H -0.268 -0.859 -3.483  0.107
H -2.326 -0.121 -4.607  0.103
H -4.522 -0.953 -3.841  0.098
H -4.636 -2.533 -1.948  0.104
H -2.577 -3.270 -0.819  0.101
H 0.739 -2.010 -1.803  0.142
H 1.860 -4.110 3.122  0.124
H 0.360 -3.498 2.386  0.116
H 0.344 -1.572 3.578  0.122
H 1.923 -1.564 4.405  0.120
H 1.159 0.753 3.900  0.127
H 2.629 0.371 2.961  0.130
H 2.053 1.894 1.392  0.150
C 0.063 2.665 1.932  -0.068
H 0.623 3.488 2.376  0.114
H -0.558 2.221 2.709  0.121

Cartesian forces (eV/Å) of the 6 atoms listed first:
-0.1 -0.2 0.1
0.0 0.1 0.0
0.1 0.0 0.1
0.1 0.0 -0.1
0.0 0.2 0.0
0.1 -0.2 0.2

(2)
Molecular formula: C21H32N2O5S
Method: DFT, ωB97M-V/def2-TZVPD

Summary:
Electronic energy ... -1703.35855 hartree
F_max ... 0.87 eV/A
Multiplicity ... 1
Energy above the lowest of the compared OMol25 structures with the same formula, charge and spin ... 0.0 kcal/mol

Each line ends with the Löwdin charge.
Positions of all 61 atoms, in Å:
C 0.590 2.041 -4.122  -0.050
C -0.766 1.697 -3.524  -0.199
H -0.918 0.618 -3.512  0.095
H -1.568 2.199 -4.075  0.124
O -0.849 2.093 -2.147  -0.001
C -1.105 3.373 -1.904  -0.481
O -1.286 4.212 -2.749  0.118
C -1.198 3.659 -0.414  -0.218
C 0.003 3.117 0.359  -0.106
H 0.074 2.040 0.203  0.103
H 0.925 3.577 0.002  0.132
C -0.158 3.417 1.853  -0.131
N -1.394 2.868 2.362  -0.036
C -1.583 2.025 3.403  -0.469
O -2.697 1.628 3.702  0.046
C -0.388 1.549 4.216  -0.081
H 0.529 2.095 4.014  0.097
H -0.650 1.690 5.266  0.127
C -0.187 0.046 3.962  -0.132
C 0.114 -0.215 2.515  -0.220
C -0.914 -0.516 1.626  -0.009
C -0.639 -0.765 0.292  -0.047
C 0.667 -0.699 -0.151  -0.293
C 1.699 -0.372 0.707  -0.056
C 1.420 -0.129 2.040  -0.019
H 2.221 0.117 2.722  0.121
H 2.703 -0.306 0.317  0.117
S 1.075 -1.150 -1.832  0.643
O -0.130 -1.291 -2.594  -0.284
O 2.117 -0.291 -2.312  -0.285
N 1.746 -2.663 -1.686  -0.120
H 2.665 -2.627 -1.274  0.104
C 0.883 -3.699 -1.169  -0.239
H -0.088 -3.515 -1.634  0.117
C 1.379 -5.101 -1.538  -0.421
C 2.675 -5.438 -0.805  -0.075
H 2.994 -6.447 -1.051  0.078
H 2.529 -5.379 0.272  0.083
H 3.472 -4.754 -1.088  0.068
C 0.298 -6.128 -1.210  -0.077
H 0.077 -6.119 -0.145  0.081
H 0.631 -7.127 -1.483  0.077
H -0.617 -5.910 -1.754  0.078
H 1.569 -5.112 -2.615  0.140
H 0.765 -3.623 -0.076  0.130
H -1.415 -1.008 -0.416  0.120
H -1.930 -0.560 1.988  0.125
H -1.105 -0.470 4.246  0.121
H 0.630 -0.317 4.588  0.119
C -2.563 3.350 1.648  -0.125
C -2.469 3.027 0.161  -0.107
H -2.426 1.946 0.019  0.122
H -3.352 3.413 -0.350  0.130
H -2.638 4.436 1.786  0.135
H -3.437 2.875 2.096  0.121
H -0.174 4.506 2.001  0.133
H 0.699 3.012 2.385  0.106
H -1.254 4.748 -0.304  0.155
H 0.611 1.726 -5.161  0.082
H 1.374 1.518 -3.580  0.050
H 0.762 3.114 -4.074  0.076

Cartesian forces (eV/Å) of the 6 atoms listed first:
-0.2 0.0 0.3
0.0 0.0 -0.6
-0.1 0.2 0.0
0.1 -0.1 0.1
0.1 -0.3 0.2
-0.1 0.6 0.5

| no. | LUMO energy (eV) |
| --- | --- |
| 1 | 0.8 |
| 2 | 0.4 |